Molecular formula: C13H19Cl12N2O3PS
Method: DFT, ωB97M-V with the def2-TZVPD basis set

Structure (ORCA input):
```
! RIJCOSX wB97M-V def2-TZVPD def2/J DEFGRID3
* xyz 0 1
O 2.181 -2.856 0.602
P 2.526 -2.084 -0.611
O 3.338 -3.030 -1.614
O 3.414 -0.817 -0.197
C 1.076 -1.477 -1.511
C -0.146 -2.049 -0.832
C -0.876 -1.302 0.031
C -2.019 -1.843 0.701
C -2.408 -3.126 0.490
C -1.665 -3.933 -0.407
N -1.880 -5.211 -0.736
S -0.752 -5.627 -1.783
N 0.100 -4.257 -1.890
C -0.524 -3.399 -1.084
H 3.742 -3.707 -1.051
H 3.822 -1.024 0.656
H 1.106 -1.811 -2.549
H 1.022 -0.385 -1.498
H -0.560 -0.281 0.205
H -2.572 -1.207 1.385
H -3.281 -3.526 0.988
C -5.561 -0.379 3.577
Cl -5.994 1.150 2.805
Cl -4.118 -1.107 2.854
H -5.367 -0.192 4.626
H -6.389 -1.067 3.459
C 6.950 0.369 -1.216
Cl 8.140 0.599 0.069
Cl 6.478 1.899 -1.968
H 7.380 -0.268 -1.979
H 6.061 -0.085 -0.795
C -2.693 3.025 2.488
Cl -2.243 1.407 1.941
Cl -1.878 4.297 1.567
H -3.763 3.139 2.365
H -2.416 3.123 3.531
C 8.014 5.252 -3.137
Cl 9.608 5.280 -2.377
Cl 8.024 6.037 -4.722
H 7.710 4.221 -3.265
H 7.316 5.776 -2.496
C 1.591 3.187 -2.357
Cl 2.050 1.477 -2.379
Cl 0.753 3.615 -0.864
H 2.490 3.786 -2.440
H 0.929 3.375 -3.194
C -9.880 -1.020 2.961
Cl -9.200 0.611 2.896
Cl -8.707 -2.270 2.525
H -10.227 -1.209 3.969
H -10.704 -1.075 2.260
*
```

Results
- Orbital gap: 8.467 eV
- Maximum force: 1.8 eV/Å
- E_LUMO: -0.0114 hartree
- Energy: -193307.449 eV

=====

Molecular formula: C13H19Cl2N5PdSSe2
Method: DFT, ωB97M-V with the def2-TZVPD basis set

Structure (ORCA input):
```
! RIJCOSX wB97M-V def2-TZVPD def2/J DEFGRID3
* xyz -2 1
Pd -0.107 0.339 -0.383
C 1.295 -0.308 5.168
C 2.190 -0.162 3.995
N 3.469 0.041 4.027
N 3.800 0.117 2.700
C 2.753 -0.032 1.849
S 2.841 0.035 0.196
N 1.705 -0.226 2.715
N 0.351 -0.363 2.443
H 1.876 -0.259 6.086
H 0.763 -1.258 5.110
H 0.548 0.487 5.149
H 4.735 0.308 2.403
H 0.124 0.006 1.422
H 0.134 -1.351 2.317
C -4.858 0.746 -0.593
Se -2.775 0.325 -0.488
C -2.655 1.449 1.136
C -1.996 2.784 0.858
Se -0.084 2.542 0.409
C 0.002 4.305 -0.536
H -5.356 0.363 0.301
H -5.205 0.196 -1.470
H -5.060 1.812 -0.720
H -2.085 0.882 1.871
H -3.672 1.606 1.499
H -2.058 3.449 1.726
H -2.467 3.269 0.001
H -0.664 4.318 -1.399
H 1.031 4.431 -0.867
H -0.267 5.088 0.171
Cl 0.246 -0.393 -2.878
C 0.224 -2.107 -2.471
C 0.464 -3.000 -3.482
C 0.506 -4.379 -3.252
C 0.313 -4.819 -1.934
C 0.071 -3.925 -0.928
Cl -0.123 -4.568 0.697
C -0.035 -2.460 -1.059
N -0.311 -1.703 -0.058
H 0.631 -2.623 -4.487
H 0.688 -5.079 -4.059
H 0.358 -5.878 -1.700
*
```

Results
- Orbital gap: 3.519 eV
- Maximum force: 1.2 eV/Å
- E_LUMO: 0.1595 hartree
- Energy: -191288.787 eV

=====

Molecular formula: C13H19Cl2NNd
Method: DFT, ωB97M-V with the def2-TZVPD basis set

Structure (ORCA input):
```
! RIJCOSX wB97M-V def2-TZVPD def2/J DEFGRID3
* xyz -1 4
Nd 0.291 0.148 -0.285
Cl 0.584 -2.022 -1.117
Cl 1.424 2.196 -0.056
C 2.913 -0.231 -2.261
H 3.350 0.334 -1.444
H 3.423 -1.130 -2.583
C -1.526 0.722 -1.089
C 1.767 0.170 -2.855
H -2.357 0.721 -0.467
C 1.093 -0.545 -3.980
H 1.273 1.082 -2.505
C -0.179 0.170 -4.466
H 1.794 -0.667 -4.822
H 0.812 -1.553 -3.635
C -1.372 0.009 -3.508
H 0.038 1.234 -4.611
H -0.457 -0.236 -5.446
C -1.515 1.137 -2.437
H -2.300 -0.003 -4.094
H -1.307 -0.958 -2.995
H -0.777 1.930 -2.659
H -2.503 1.602 -2.572
C -0.483 -0.457 6.263
C -0.373 -0.342 4.766
C 0.866 -0.058 4.189
C 0.964 0.057 2.815
N -0.128 -0.103 2.024
C -1.340 -0.383 2.563
C -1.482 -0.509 3.936
H 0.180 -1.263 6.623
H -0.173 0.495 6.728
H -1.516 -0.681 6.572
H 1.755 0.080 4.809
H 1.931 0.290 2.347
H -2.204 -0.503 1.895
H -2.466 -0.732 4.358
*
```

Results
- Orbital gap (spin up / spin down): 3.657 / 3.682 eV
- Expectation value of S²: 3.76
- Maximum force: 5.6 eV/Å
- E_LUMO (spin up / spin down): 0.0880 / 0.0880 hartree
- Energy: -55599.751 eV

=====

Molecular formula: C13H19Cl2NO
Method: DFT, ωB97M-V with the def2-TZVPD basis set

Structure (ORCA input):
```
! RIJCOSX wB97M-V def2-TZVPD def2/J DEFGRID3
* xyz 0 1
C 4.234 2.546 1.075
C 3.620 2.379 -0.310
C 3.205 0.940 -0.619
C 2.020 0.461 0.231
N 1.556 -0.882 -0.053
C 0.950 -1.078 -1.357
C 0.101 -2.351 -1.345
C -1.035 -2.223 -0.337
O -1.932 -1.245 -0.832
C -2.923 -0.796 -0.039
C -3.236 -1.289 1.224
C -4.286 -0.747 1.946
C -5.045 0.287 1.434
C -4.745 0.787 0.175
Cl -5.680 2.076 -0.479
C -3.695 0.256 -0.558
Cl -3.304 0.869 -2.119
H 5.081 1.874 1.201
H 3.507 2.334 1.854
H 4.584 3.567 1.210
H 4.350 2.697 -1.058
H 2.748 3.030 -0.402
H 2.928 0.876 -1.674
H 4.057 0.273 -0.456
H 1.173 1.138 0.088
H 2.295 0.480 1.289
H 2.313 -1.546 0.081
H 1.682 -1.144 -2.177
H 0.295 -0.226 -1.554
H 0.718 -3.209 -1.073
H -0.318 -2.517 -2.338
H -0.617 -1.904 0.625
H -1.557 -3.182 -0.215
H -2.664 -2.099 1.646
H -4.514 -1.142 2.924
H -5.863 0.710 1.994
*
```

Results
- Orbital gap: 9.510 eV
- Structure (SMILES): CCCCNCCCOc1cccc(Cl)c1Cl
- Maximum force: 0.6 eV/Å
- E_LUMO: 0.0320 hartree
- Energy: -42371.704 eV

=====

Molecular formula: C13H19Cl2NPb
Method: DFT, ωB97M-V with the def2-TZVPD basis set

Structure (ORCA input):
```
! RIJCOSX wB97M-V def2-TZVPD def2/J DEFGRID3
* xyz 0 1
Pb 1.077 -0.202 -0.342
Cl 2.115 -2.505 -0.278
Cl 2.845 1.063 1.003
C 2.217 0.401 -1.994
H 2.769 1.323 -1.800
H 2.788 -0.434 -2.419
C -0.266 1.214 -2.235
C 0.898 0.763 -2.883
H -0.138 1.907 -1.398
C 0.662 -0.378 -3.925
H 1.242 1.639 -3.476
C -0.552 -0.071 -4.794
H 1.557 -0.480 -4.556
H 0.524 -1.340 -3.403
C -1.826 0.189 -3.991
H -0.324 0.805 -5.413
H -0.718 -0.906 -5.477
C -1.600 1.237 -2.867
H -2.630 0.527 -4.655
H -2.174 -0.752 -3.545
H -1.746 2.239 -3.320
H -2.404 1.153 -2.123
C -0.622 -0.663 6.544
C -0.409 -0.555 5.062
C 0.864 -0.792 4.538
C 1.049 -0.712 3.155
N 0.059 -0.403 2.311
C -1.162 -0.150 2.802
C -1.437 -0.224 4.177
H -0.326 -1.655 6.907
H -0.013 0.073 7.083
H -1.672 -0.498 6.801
H 1.720 -1.032 5.166
H 2.039 -0.874 2.725
H -1.956 0.114 2.096
H -2.454 -0.020 4.522
*
```

Results
- Orbital gap (spin up / spin down): 7.217 / 6.563 eV
- Maximum force: 4.6 eV/Å
- E_LUMO (spin up / spin down): -0.0358 / -0.0631 hartree
- Energy: -45570.678 eV

=====

Molecular formula: C13H19Cl4FN2O3P
Method: DFT, ωB97M-V with the def2-TZVPD basis set

Structure (ORCA input):
```
! RIJCOSX wB97M-V def2-TZVPD def2/J DEFGRID3
* xyz 1 1
C -2.387 -2.169 -1.787
C -0.963 -2.104 -1.338
O -0.211 -3.055 -1.309
N -0.451 -0.797 -0.982
C -1.312 -0.039 -0.051
C -1.666 1.337 -0.517
O -1.709 -0.550 0.966
C 0.899 -0.889 -0.620
N 1.774 -0.430 -1.445
C 1.538 0.288 -2.692
C 0.474 -0.382 -3.524
O 0.529 -1.490 -3.994
F -0.599 0.406 -3.689
C 3.144 -0.723 -1.047
C 3.015 -1.644 0.176
C 1.511 -1.456 0.581
P 1.499 -0.180 2.004
C 0.202 -0.585 3.227
C 1.221 1.539 1.373
H -2.511 -3.113 -2.287
H -2.574 -1.346 -2.464
H -3.027 -2.096 -0.916
H -0.960 2.074 -0.163
H -1.617 1.331 -1.601
H -2.676 1.575 -0.241
H 2.465 0.288 -3.243
H 1.276 1.315 -2.479
H 3.819 0.121 -1.012
H 3.550 -1.326 -1.860
H 3.323 -2.660 0.014
H 3.568 -1.166 0.970
H 1.072 -2.383 0.912
H 0.660 -1.198 3.990
H -0.137 0.338 3.684
H -0.658 -1.109 2.832
H 0.221 1.877 1.612
H 1.416 1.655 0.314
H 1.944 2.155 1.883
C -3.138 3.320 2.949
Cl -4.879 3.576 2.956
Cl -2.381 4.412 1.777
Cl -2.479 3.633 4.554
Cl -2.787 1.647 2.484
*
```

Results
- Orbital gap: 7.584 eV
- Maximum force: 2.5 eV/Å
- E_LUMO: -0.1487 hartree
- Energy: -85000.690 eV

=====

- The highest maximum force belongs to which entry?
  C13H19Cl2NNd